Record 1
DFT (wB97M-V/def2-TZVPD) results for a 10-piece molecular cluster, C33H78O12 overall.

Results
structure (SMILES)	CO[C@H](C)[C@@H](CCO)OCCc1cccc(C)c1.CCO.CCO.CCO.CCO.CCO.CCO.CCO.CCO.CCO

ORCA input file:
```
! RIJCOSX wB97M-V def2-TZVPD def2/J DEFGRID3
* xyz 0 1
C -0.448 1.983 0.618
O -0.479 0.884 1.498
C -0.780 -0.385 0.902
C 0.076 -0.639 -0.323
C -2.288 -0.525 0.703
C -2.662 -1.769 -0.110
C -2.954 -1.434 -1.566
O -2.783 -2.603 -2.353
O -2.827 -0.524 2.016
C -4.238 -0.555 2.138
C -4.944 0.533 1.355
C -6.455 0.475 1.403
C -7.175 -0.391 2.221
C -8.568 -0.366 2.219
C -9.254 0.526 1.406
C -8.550 1.393 0.567
C -9.278 2.356 -0.335
C -7.159 1.353 0.575
H 0.485 2.027 0.045
H -0.516 2.884 1.227
H -1.291 1.989 -0.081
H -0.506 -1.116 1.661
H -0.205 -0.074 -1.211
H 0.091 -1.700 -0.570
H 1.101 -0.392 -0.036
H -2.616 0.363 0.145
H -1.874 -2.522 -0.080
H -3.556 -2.235 0.303
H -2.299 -0.627 -1.913
H -3.980 -1.054 -1.646
H -2.684 -2.343 -3.272
H -4.645 -1.538 1.873
H -4.431 -0.420 3.204
H -4.669 0.484 0.302
H -4.638 1.510 1.735
H -6.674 -1.088 2.881
H -9.112 -1.048 2.861
H -10.336 0.555 1.415
H -8.799 3.335 -0.321
H -10.307 2.493 -0.003
H -9.295 1.992 -1.363
H -6.595 2.008 -0.078
C -4.026 3.649 -3.105
C -5.127 3.391 -2.095
O -4.598 2.923 -0.853
H -3.448 2.737 -3.268
H -4.437 3.987 -4.055
H -3.341 4.417 -2.737
H -5.801 2.612 -2.449
H -5.714 4.299 -1.933
H -4.007 3.600 -0.509
C 2.205 -1.233 2.823
C 3.056 0.016 2.842
O 2.805 0.814 1.680
H 2.400 -1.796 1.910
H 2.392 -1.874 3.686
H 1.146 -0.957 2.823
H 4.118 -0.230 2.829
H 2.859 0.604 3.744
H 1.862 1.027 1.679
C 5.047 -0.958 -1.953
C 3.919 -1.513 -1.106
O 4.333 -1.903 0.199
H 5.840 -1.698 -2.062
H 4.696 -0.671 -2.946
H 5.488 -0.079 -1.478
H 3.502 -2.408 -1.568
H 3.114 -0.780 -0.983
H 4.648 -1.102 0.631
C 6.662 -3.795 2.097
C 6.182 -4.873 1.147
O 4.897 -5.364 1.530
H 6.705 -4.184 3.116
H 7.648 -3.420 1.821
H 5.954 -2.963 2.086
H 6.858 -5.726 1.160
H 6.138 -4.491 0.123
H 4.292 -4.614 1.497
C -7.680 7.877 -3.613
C -6.509 6.956 -3.329
O -6.358 5.948 -4.326
H -8.604 7.304 -3.686
H -7.792 8.622 -2.823
H -7.536 8.405 -4.558
H -6.663 6.423 -2.392
H -5.584 7.536 -3.240
H -6.208 6.389 -5.168
C 8.803 0.732 -5.187
C 7.667 0.207 -4.330
O 8.098 -0.158 -3.023
H 9.595 -0.013 -5.265
H 8.454 0.978 -6.191
H 9.234 1.635 -4.748
H 7.248 -0.700 -4.764
H 6.865 0.951 -4.266
H 8.461 0.626 -2.600
C 9.171 -3.566 -2.579
C 9.632 -4.666 -1.642
O 8.539 -5.198 -0.898
H 8.692 -2.762 -2.020
H 10.006 -3.143 -3.141
H 8.441 -3.954 -3.294
H 10.339 -4.284 -0.907
H 10.128 -5.467 -2.202
H 7.898 -5.544 -1.526
C -0.781 -5.554 3.052
C 0.092 -4.335 2.826
O -0.449 -3.460 1.838
H -0.914 -6.103 2.120
H -0.336 -6.221 3.791
H -1.770 -5.259 3.412
H 1.073 -4.629 2.454
H 0.236 -3.791 3.766
H -1.316 -3.170 2.144
C 0.516 2.716 4.791
C 1.257 4.007 4.493
O 2.485 3.767 3.813
H 1.141 2.056 5.394
H -0.416 2.902 5.325
H 0.274 2.193 3.861
H 1.519 4.524 5.415
H 0.625 4.676 3.898
H 2.279 3.314 2.988
*
```



Record 2
DFT (wB97M-V/def2-TZVPD) results for a 7-piece molecular cluster, C33H79NO13 overall.

Results
structure (SMILES)	CC1(C)CCCC(C)(C)N1O.COCCOC.COCCOC.COCCOC.COCCOC.COCCOC.COCCOC

ORCA input file:
```
! RIJCOSX wB97M-V def2-TZVPD def2/J DEFGRID3
* xyz 0 1
C 16.779 -3.346 -25.369
O 16.793 -2.889 -26.733
C 17.314 -1.571 -26.877
C 18.823 -1.475 -26.717
O 19.564 -1.863 -27.862
C 19.791 -3.262 -27.955
H 17.825 -3.570 -25.140
H 16.153 -4.232 -25.386
H 16.375 -2.532 -24.760
H 16.875 -0.904 -26.122
H 16.918 -1.230 -27.831
H 19.179 -2.052 -25.859
H 19.063 -0.427 -26.540
H 20.493 -3.337 -28.787
H 18.947 -3.879 -28.285
H 20.147 -3.596 -26.977
C 17.972 3.048 -16.653
O 17.938 1.624 -16.581
C 17.045 0.990 -17.442
C 17.543 1.018 -18.875
O 16.830 0.117 -19.683
C 17.505 -0.131 -20.893
H 18.038 3.396 -17.687
H 18.877 3.364 -16.148
H 17.027 3.397 -16.235
H 16.061 1.486 -17.388
H 16.822 -0.050 -17.200
H 18.604 0.736 -18.754
H 17.646 2.013 -19.320
H 16.932 -0.762 -21.569
H 18.406 -0.710 -20.640
H 17.887 0.733 -21.446
C 16.892 -9.616 -24.105
O 17.930 -8.655 -23.840
C 18.122 -7.718 -24.877
C 19.493 -7.078 -24.847
O 19.786 -6.318 -23.709
C 19.657 -6.915 -22.429
H 17.204 -10.125 -25.013
H 15.913 -9.131 -24.210
H 16.783 -10.107 -23.140
H 17.287 -7.000 -24.880
H 17.933 -8.041 -25.917
H 19.559 -6.433 -25.726
H 20.233 -7.866 -25.044
H 20.161 -6.327 -21.669
H 20.075 -7.925 -22.415
H 18.600 -7.047 -22.199
C 16.375 -4.166 -13.132
O 16.932 -5.397 -13.569
C 16.514 -5.696 -14.902
C 16.867 -7.118 -15.238
O 16.035 -7.992 -14.503
C 15.390 -8.993 -15.228
H 16.936 -3.953 -12.220
H 15.324 -4.339 -12.893
H 16.598 -3.356 -13.834
H 17.006 -4.924 -15.509
H 15.439 -5.515 -15.024
H 17.910 -7.357 -15.028
H 16.732 -7.240 -16.319
H 16.017 -9.837 -15.548
H 14.975 -8.556 -16.147
H 14.576 -9.467 -14.680
C 11.916 -2.776 -16.933
O 12.753 -2.437 -15.852
C 13.382 -3.570 -15.294
C 12.477 -4.372 -14.373
O 11.555 -5.276 -14.965
C 12.247 -6.364 -15.576
H 11.557 -1.854 -17.392
H 11.122 -3.480 -16.679
H 12.514 -3.219 -17.750
H 14.287 -3.230 -14.790
H 13.818 -4.235 -16.052
H 11.873 -3.700 -13.760
H 13.092 -4.895 -13.627
H 12.997 -6.771 -14.891
H 12.726 -6.017 -16.494
H 11.546 -7.165 -15.795
C 10.523 0.823 -19.792
O 10.866 -0.533 -19.794
C 11.529 -0.998 -20.959
C 10.688 -2.065 -21.637
O 10.751 -3.243 -20.864
C 10.224 -4.335 -21.595
H 10.015 1.157 -18.885
H 9.705 0.977 -20.522
H 11.410 1.425 -20.017
H 12.520 -1.344 -20.669
H 11.606 -0.181 -21.687
H 11.151 -2.195 -22.627
H 9.668 -1.713 -21.823
H 9.187 -4.088 -21.849
H 10.117 -5.196 -20.931
H 10.854 -4.670 -22.421
C 13.135 -6.415 -19.796
C 14.467 -5.981 -20.371
C 14.246 -5.438 -21.795
C 15.551 -4.815 -22.352
C 16.055 -3.721 -21.399
C 16.225 -4.137 -19.911
N 15.107 -4.980 -19.511
O 15.230 -5.467 -18.200
C 17.546 -4.887 -19.747
C 16.265 -2.885 -19.027
C 15.315 -7.245 -20.531
H 12.741 -5.703 -19.066
H 13.242 -7.306 -19.163
H 12.377 -6.729 -20.512
H 13.891 -6.226 -22.457
H 13.549 -4.593 -21.751
H 15.240 -4.456 -23.333
H 16.272 -5.619 -22.491
H 15.581 -2.741 -21.470
H 17.049 -3.538 -21.826
H 17.703 -5.013 -18.668
H 17.666 -5.896 -20.137
H 18.415 -4.307 -20.070
H 17.173 -2.310 -19.196
H 15.418 -2.218 -19.178
H 16.267 -3.231 -17.991
H 16.253 -7.091 -21.070
H 14.833 -8.091 -21.019
H 15.676 -7.516 -19.532
H 14.427 -5.186 -17.746
*
```



Record 3
DFT (wB97M-V/def2-TZVPD) results for a 9-piece molecular cluster, C33H81N15O9 overall.

Results
structure (SMILES)	CC1(C)CCCC(C)(C)N1O.CC1(C)CCCC(C)(C)N1O.CC1(C)CCCC(C)(C)N1O.NC(N)=O.NC(N)=O.NC(N)=O.NC(N)=O.NC(N)=O.NC(N)=O

ORCA input file:
```
! RIJCOSX wB97M-V def2-TZVPD def2/J DEFGRID3
* xyz 0 1
C 3.318 3.219 1.521
C 2.717 2.061 2.337
C 3.798 0.965 2.417
C 3.571 0.062 3.620
C 3.490 0.858 4.946
C 2.255 1.847 4.869
N 2.251 2.610 3.569
O 1.240 3.541 3.410
C 0.883 0.949 5.067
C 2.388 2.840 6.032
C 1.545 1.465 1.361
H 4.159 3.626 2.082
H 2.757 4.133 1.322
H 3.609 2.762 0.575
H 3.695 0.303 1.557
H 4.818 1.349 2.425
H 4.248 -0.774 3.798
H 2.538 -0.273 3.522
H 4.367 1.504 4.992
H 3.361 0.250 5.842
H 0.593 0.491 4.121
H 1.158 0.089 5.678
H 0.013 1.388 5.554
H 3.270 3.467 6.167
H 1.596 3.557 6.247
H 2.255 2.228 6.924
H 0.855 0.814 1.897
H 1.864 0.942 0.459
H 0.967 2.336 1.054
H 1.533 4.302 3.915
C -1.274 5.915 -3.288
C -1.058 4.828 -2.175
C -1.290 5.687 -0.891
C -2.765 5.930 -0.639
C -3.593 4.629 -0.649
C -3.426 3.862 -1.985
N -2.037 3.692 -2.347
O -1.751 2.851 -3.529
C -4.029 2.458 -1.734
C -4.278 4.489 -3.127
C 0.425 4.307 -2.053
H -0.553 6.720 -3.145
H -2.273 6.349 -3.298
H -1.069 5.500 -4.275
H -0.844 5.132 -0.066
H -0.607 6.535 -0.842
H -3.250 6.708 -1.229
H -2.761 6.385 0.351
H -4.658 4.858 -0.591
H -3.301 4.085 0.250
H -3.931 1.871 -0.821
H -5.117 2.534 -1.743
H -3.797 1.747 -2.527
H -3.741 4.190 -4.028
H -5.299 4.109 -3.102
H -4.331 5.560 -2.935
H 1.356 4.809 -2.317
H 0.580 3.450 -2.708
H 0.737 3.726 -1.186
H -2.008 3.382 -4.287
C 1.707 -6.457 5.180
C 0.947 -5.101 5.140
C 1.934 -3.889 5.637
C 2.853 -3.409 4.558
C 2.155 -3.129 3.235
C 1.204 -4.266 2.687
N 0.432 -4.786 3.787
O -0.555 -5.608 3.375
C 0.393 -3.751 1.457
C 2.082 -5.338 2.007
C -0.215 -5.082 6.096
H 1.033 -6.958 4.485
H 1.683 -6.973 6.140
H 2.703 -6.292 4.768
H 1.362 -3.046 6.027
H 2.598 -4.137 6.464
H 3.608 -4.176 4.387
H 3.418 -2.581 4.985
H 2.890 -2.830 2.488
H 1.389 -2.361 3.345
H 0.888 -3.035 0.800
H -0.052 -4.564 0.883
H -0.443 -3.201 1.888
H 1.548 -6.205 1.617
H 2.598 -4.939 1.134
H 2.884 -5.663 2.671
H -0.830 -5.981 6.104
H -0.904 -4.317 5.738
H 0.052 -4.777 7.108
H -1.351 -5.078 3.464
C -2.584 -3.605 -0.994
O -3.014 -2.920 -0.075
N -1.761 -3.253 -1.888
N -3.263 -4.655 -1.464
H -1.449 -3.736 -2.719
H -1.308 -2.409 -1.568
H -2.939 -5.200 -2.250
H -4.108 -4.977 -1.015
C -0.593 0.317 -1.134
O -0.078 -0.661 -0.663
N -1.637 0.839 -0.683
N -0.262 0.782 -2.305
H -1.965 1.701 -1.094
H -2.096 0.389 0.096
H -0.562 1.693 -2.622
H 0.413 0.224 -2.808
C -1.384 -1.432 -7.054
O -2.155 -1.278 -7.969
N -0.826 -2.545 -6.646
N -0.966 -0.499 -6.247
H -0.937 -3.438 -7.105
H -0.705 -2.731 -5.661
H -1.337 0.437 -6.320
H -0.402 -0.665 -5.426
C -5.441 -1.222 -2.162
O -6.425 -0.920 -2.808
N -5.463 -2.001 -1.120
N -4.158 -0.861 -2.464
H -6.261 -2.210 -0.537
H -4.598 -2.491 -0.938
H -3.278 -1.080 -2.020
H -4.160 -0.282 -3.292
C 1.547 -1.936 -3.451
O 0.924 -0.955 -3.911
N 1.719 -2.207 -2.181
N 2.254 -2.815 -4.124
H 1.327 -1.520 -1.553
H 2.277 -2.978 -1.844
H 2.603 -3.619 -3.623
H 2.363 -2.574 -5.099
C 2.045 2.068 -6.439
O 1.772 2.265 -7.600
N 2.546 2.992 -5.646
N 2.029 0.944 -5.861
H 2.513 3.987 -5.817
H 2.778 2.745 -4.695
H 1.747 0.118 -6.370
H 2.079 0.893 -4.853
*
```



Energy above the lowest of the compared OMol25 structures with the same formula, charge and spin values, unit kJ/mol, following the record order: 24.5 902.7 600.9.
Total energy values, unit a.u., following the record order: -2206.9177 -2337.2284 -2804.3623.
HOMO level values, unit eV, following the record order: -8.828 -8.271 -7.978.